The following is a DFT calculation (wB97M-V/def2-TZVPD) of 2 unconnected molecules or ions with the total composition CH5N3O3P in a non-equilibrium geometry.

Values from the calculation:
- LUMO level (spin up / spin down) (eV) = 4.0 / 3.5
- gap between HOMO and LUMO (spin up / spin down) (Eh) = 0.291 / 0.237
- total energy (hartree) = -772.47907
- charge = -1
- HOMO energy (spin up / spin down) (eV) = -3.91 / -2.91

CARTESIAN COORDINATES (ANGSTROEM)
N  -0.348  1.092  1.167
H  2.030  0.972  0.404
O  -0.498  -1.659  1.205
H  -0.588  1.437  -0.721
O  -2.737  -1.199  0.013
P  -1.276  -1.120  0.041
O  -0.572  -1.730  -1.399
N  1.655  0.678  -0.688
C  -0.717  0.623  -0.048
H  -0.298  0.268  1.852
N  2.492  0.281  -1.374
H  0.583  1.657  1.061
H  0.274  -1.299  -1.512

Atomic partial charges in e from the Löwdin method, atoms 1 to 5: atom 1 (N): -0.042, atom 2 (H): 0.052, atom 3 (O): -0.383, atom 4 (H): 0.056, atom 5 (O): -0.348

=====

The following is a DFT calculation (wB97M-V/def2-TZVPD) of a single C6H9N molecule in a non-equilibrium geometry.

Values from the calculation:
- LUMO level (eV) = 1.0
- gap between HOMO and LUMO (Eh) = 0.379
- total energy (hartree) = -288.63985
- HOMO energy (eV) = -9.32

CARTESIAN COORDINATES (ANGSTROEM)
C  -0.337  -1.542  0.510
N  1.129  -0.650  -1.393
H  -0.702  1.365  -1.370
C  -0.390  1.464  0.767
H  -1.113  -1.236  1.223
C  1.573  0.114  -0.230
H  2.183  -0.297  0.571
C  -0.015  1.653  1.900
H  1.823  1.154  -0.461
H  0.468  -2.003  1.089
H  1.443  -1.610  -1.294
H  -1.873  0.545  -0.301
H  -0.246  2.135  2.805
C  -0.812  0.790  -0.447
H  -0.777  -2.310  -0.140
C  0.172  -0.378  -0.332

Atomic partial charges in e from the Löwdin method, atoms 1 to 5: atom 1 (C): -0.023, atom 2 (N): 0.064, atom 3 (H): 0.125, atom 4 (C): -0.168, atom 5 (H): 0.082

=====

The following is a DFT calculation (wB97M-V/def2-TZVPD) of 9 unconnected molecules or ions with the total composition C30H49Br4O19 in a non-equilibrium geometry.

Values from the calculation:
- LUMO level (eV) = 1.7
- gap between HOMO and LUMO (Eh) = 0.257
- total energy (hartree) = -12898.21566
- charge = -1
- HOMO energy (eV) = -5.24

CARTESIAN COORDINATES (ANGSTROEM)
C  0.688  3.338  4.758
H  -2.449  -0.699  -3.037
H  1.004  -4.921  -1.751
H  3.182  1.222  1.403
H  0.459  -3.698  4.292
H  -3.171  0.555  1.260
O  -4.219  -2.268  1.365
H  -4.921  0.624  0.716
C  -4.728  -1.447  -0.876
O  1.291  5.536  -2.218
C  3.217  -5.497  -3.772
H  5.947  0.284  0.869
H  2.059  3.557  -3.713
C  1.309  -2.201  3.043
H  4.758  2.418  -0.211
C  2.808  -3.745  -2.399
Br  -6.053  2.491  -1.013
H  -1.265  4.422  1.890
H  -4.779  -0.541  -1.479
O  3.856  -2.702  1.148
H  0.027  0.137  -2.006
C  1.888  3.246  -2.682
H  -3.037  2.868  -0.451
O  -0.213  0.098  5.013
H  5.416  1.323  -1.433
C  0.401  4.009  -0.626
H  -0.514  -4.464  2.133
H  3.581  -3.483  -1.676
C  4.728  1.397  -0.592
H  -2.260  3.195  -2.046
C  -0.802  2.627  3.230
H  -3.997  1.311  -2.060
H  -0.659  -1.054  -4.947
C  0.790  4.197  -2.145
C  0.614  2.348  2.716
C  0.169  -0.842  4.373
C  -3.872  -1.254  0.424
O  1.196  -0.907  3.686
H  1.863  -4.767  0.262
C  3.980  -1.503  1.076
O  -0.570  3.380  4.433
C  0.627  -0.866  -0.245
H  -2.835  -1.390  0.116
H  -2.597  3.507  2.588
C  0.704  6.184  -1.190
O  0.703  7.398  -1.048
H  -5.746  -1.675  -0.559
O  3.736  -6.202  -4.655
H  -0.021  4.300  -2.866
C  -0.843  -3.494  2.506
H  -3.397  -1.856  -3.953
H  4.643  1.109  2.402
H  0.809  2.961  1.836
C  2.091  -4.991  -1.793
H  0.770  1.051  -0.905
H  3.705  1.404  -0.967
O  3.704  -0.703  2.063
C  -0.007  0.287  -0.927
H  1.182  3.539  -0.028
O  2.552  -5.971  -2.741
H  2.137  -2.895  -2.525
O  -4.991  -2.304  3.507
H  0.117  -1.697  -0.732
H  1.688  -0.930  -0.486
Br  -3.814  5.062  -1.255
O  3.275  -4.171  -3.628
C  0.127  -2.942  3.581
H  1.465  -2.036  1.977
C  -4.298  2.356  -1.977
H  2.251  -2.611  3.408
Br  -3.526  0.500  -4.988
O  1.179  3.850  5.763
H  2.797  3.293  -2.083
H  -0.964  -2.773  1.698
H  -1.817  -3.644  2.971
H  0.457  -0.829  0.832
C  -1.587  3.424  2.188
O  -0.578  -1.975  4.264
O  -4.604  -0.382  2.425
H  -0.475  3.361  -0.609
C  4.029  0.589  1.666
C  -4.131  0.043  1.192
C  4.919  0.370  0.516
O  -1.239  0.726  -0.473
O  4.541  -0.869  0.053
O  1.386  2.671  3.867
H  -4.412  -2.291  -1.489
C  -4.574  -1.683  2.536
Br  -0.799  -3.042  -3.557
H  -1.822  2.735  1.378
H  2.483  -6.386  -0.115
H  -4.570  2.690  -2.978
C  -2.671  -1.047  -4.046
H  3.442  -4.937  -0.067
C  -1.516  -1.699  -4.755
H  1.475  2.237  -2.687
O  0.232  5.345  -0.271
C  -3.189  3.206  -1.476
H  -1.220  1.661  3.514
C  2.493  -5.339  -0.420
H  -1.862  -2.132  -5.693
H  0.668  1.310  2.389

Atomic partial charges in e from the Löwdin method, atoms 1 to 5: atom 1 (C): -0.609, atom 2 (H): 0.034, atom 3 (H): 0.127, atom 4 (H): 0.138, atom 5 (H): 0.154

=====

The following is a DFT calculation (wB97M-V/def2-TZVPD) of a single C5H9NS2 molecule in a non-equilibrium geometry.

Values from the calculation:
- LUMO level (eV) = 0.3
- gap between HOMO and LUMO (Eh) = 0.317
- total energy (hartree) = -1046.94609
- HOMO energy (eV) = -8.36

CARTESIAN COORDINATES (ANGSTROEM)
C  0.975  1.247  1.211
H  -1.673  -0.993  0.985
H  0.350  0.093  -3.481
N  -1.039  0.641  -0.369
C  0.187  0.030  0.728
H  1.628  -1.093  -0.380
S  -2.302  -0.575  -2.331
H  1.167  -1.922  1.138
C  0.850  -1.295  0.306
S  0.465  0.649  -2.375
H  0.401  1.809  1.870
H  1.827  0.863  1.773
H  -1.902  0.543  1.469
C  -1.331  0.015  0.871
H  1.388  1.682  0.372
H  0.059  -1.879  -0.182
C  -1.050  0.186  -1.605

Atomic partial charges in e from the Löwdin method, atoms 1 to 5: atom 1 (C): -0.017, atom 2 (H): 0.113, atom 3 (H): -0.191, atom 4 (N): -0.085, atom 5 (C): -0.279